Record 1
DFT (wB97M-V/def2-TZVPD) results for a molecular structure, C15H12CuF3N3O13.

XYZ file:
```
47
Properties=species:S:1:pos:R:3
C -1.31636 -3.50430 2.25347
H 3.14310 1.26633 -2.36915
H -2.34088 1.67646 -1.25508
H -0.35276 -1.53864 -2.20459
H 6.34703 0.32379 -5.04946
C -0.35854 1.28775 -2.67743
H -0.74955 2.10717 -3.30714
C 4.72324 0.93444 -3.78876
Cu 0.30367 -0.24926 -0.01288
C 3.69397 0.53313 -2.94065
C -1.26619 0.06296 -2.86303
O -2.03268 -2.88669 0.09403
H 3.97198 -2.81354 -3.36616
F -2.19613 -2.86661 3.05757
O -0.02973 -2.09737 0.85450
H -1.10620 -0.32297 -3.87789
O 1.85971 -0.63758 -1.06332
O -2.55234 2.02291 1.47101
O 2.76856 3.05319 0.27705
C 5.29330 -1.33550 -4.18848
N 6.15666 -2.31371 -4.81465
O 1.60803 1.19060 0.78004
F -0.19184 -3.67908 2.97652
O -1.05528 -0.93322 -1.89970
N -0.24161 1.68920 -1.28286
C -1.11819 -2.72779 0.88139
H 0.44130 3.59639 -0.68639
C 3.39450 -0.81690 -2.82344
O 1.36176 -1.98110 -2.82034
C 1.84789 2.23846 0.12811
O 6.99858 -1.92422 -5.60589
H -2.31719 0.35420 -2.78495
N 4.89465 2.34007 -4.09599
C -1.51032 2.06643 -0.66618
H 1.43428 2.81984 -1.90652
C 5.54482 0.00861 -4.40112
C 4.19314 -1.75950 -3.44672
O 3.97531 3.08879 -3.84412
C 2.06993 -1.20186 -2.16783
O 5.94037 2.69392 -4.61533
O -1.08045 0.40678 1.02316
F -1.82598 -4.74959 2.05192
O 6.00705 -3.48414 -4.52256
H -1.62207 3.15410 -0.61472
C -1.72905 1.46981 0.74351
H 0.63810 1.03697 -3.04299
C 0.83422 2.62816 -1.01466
```

Values from the calculation:
Maximum force (eV/Å): 1.153
Charge: -2
Spin multiplicity: 2
Expectation value of S²: 0.7518
Orbital gap (spin up / spin down) (eV): 5.9 / 5.9

Results of the Löwdin charge analysis, in e, for atoms 1 through 6: atom 1 (C): -0.52, atom 2 (H): 0.13, atom 3 (H): 0.11, atom 4 (H): 0.06, atom 5 (H): 0.13, atom 6 (C): -0.17


Record 2
DFT (wB97M-V/def2-TZVPD) results for a molecular structure, C17H29HgN3O4PS.

XYZ file:
```
56
Properties=species:S:1:pos:R:3
C 0.00690 -4.04870 2.73390
Hg -0.41640 -0.16580 -0.26550
H -3.42290 -3.31960 -0.54370
O -1.91240 0.55050 -3.19550
H -4.80830 -1.05330 2.38470
H -1.36200 -4.14140 -1.49790
H -2.14820 -4.31130 2.77110
H -1.06140 1.84530 -2.23320
H 0.18850 2.83850 -1.71980
H -1.55420 -2.74540 3.37550
C -2.91450 -1.42470 1.43370
H 0.68370 -3.20870 2.59710
H -4.74880 -2.57390 1.49720
H -2.50000 -5.50550 -1.38740
C 1.69710 -0.36700 -3.01370
C -1.45550 2.90220 -0.49200
C 2.83890 0.37610 -1.03830
H -3.33800 -4.50270 0.79010
H 1.26840 -0.16430 -3.98570
H 0.98270 -3.26590 -0.06930
H 1.06620 -2.41380 -3.01670
H 0.21110 -4.79860 1.96910
N -0.64630 1.47480 1.24550
C 0.57260 -0.19490 2.67970
N -1.30530 -1.42240 -1.56520
C -2.74940 -3.90860 0.08160
H 2.72470 -3.53470 0.08110
C 2.12020 -1.92220 -1.20980
H 2.40430 1.63660 -2.72270
H -1.53380 3.98530 -0.68690
O 1.08890 -0.44930 3.77450
H 3.30000 1.17000 -0.46680
C 2.32170 0.64120 -2.30300
H -3.93530 -2.43130 3.05910
O 0.54540 -0.98300 1.69720
H -1.16790 -5.35360 -0.22370
C -0.09150 1.20030 2.54420
P -1.62550 -2.67090 0.93470
H 0.19160 -4.49340 3.71550
C -4.17550 -1.90720 2.13700
H -3.17890 -0.90870 0.50480
H 0.66710 1.95250 2.81150
H -0.86610 1.25320 3.32800
C -0.99380 2.71210 0.97270
S -2.18030 -0.90130 -2.75920
C 1.58330 -1.63800 -2.46960
H 3.16910 -1.10820 0.47070
H -2.45520 2.46180 -0.58660
N -0.56030 2.22400 -1.41940
O -1.01710 3.68990 1.74230
C -1.89700 -4.79560 -0.81320
C 2.75600 -0.90660 -0.50910
C -1.41250 -3.51450 2.61320
H -2.38340 -0.70490 2.06200
H 1.86870 -4.04150 -1.39580
C 1.92980 -3.28160 -0.61660
```

Values from the calculation:
Maximum force (eV/Å): 1.453
Charge: -2
Spin multiplicity: 2
Expectation value of S²: 0.7552
Orbital gap (spin up / spin down) (eV): 4.4 / 6.9

Results of the Löwdin charge analysis, in e, for atoms 1 through 6: atom 1 (C): -0.19, atom 2 (Hg): 1.13, atom 3 (H): 0.06, atom 4 (O): -0.78, atom 5 (H): 0.06, atom 6 (H): 0.03


Record 3
DFT (wB97M-V/def2-TZVPD) results for a molecular structure, C24H70F4N8O16PbS4.

XYZ file:
```
127
Properties=species:S:1:pos:R:3
H -2.41739 4.04958 -2.20572
H 5.26192 2.79956 8.18404
C 7.08580 3.73822 3.55121
C 4.64507 -6.55538 3.39182
H -5.38209 -2.42376 5.51045
H -1.41627 -0.51500 -5.77086
O -0.00230 -1.67772 2.07011
C -6.59440 -0.83809 -3.07698
H 3.99608 2.29462 7.24011
H -0.61521 -1.42719 -4.87165
H -7.32760 -1.21950 -5.57864
O 7.81557 0.09434 -1.89781
H 3.54038 -4.54259 4.75351
H 2.06182 -5.00967 2.12896
C 3.16510 -6.24188 3.35179
H -0.48066 0.97388 -10.02780
H 1.41705 -3.05960 5.52657
C -6.34305 -2.93806 5.49860
F 2.39337 1.99675 1.87807
C -0.92439 -2.88475 -6.56069
C 0.47992 0.88876 -9.51974
H 4.10405 4.71862 4.87221
C 1.40326 -4.09393 5.87020
C -0.19603 -1.61154 -6.81131
H -2.00061 -2.73802 -6.65179
H 1.13584 6.93349 -5.92617
H -0.67721 -3.68728 -7.25564
C 3.30442 6.24392 -2.26842
H -2.58634 3.80260 2.76801
O 2.79362 5.57061 -3.36096
C -0.40831 -0.96595 -8.21344
N -0.45285 -0.78600 -5.63494
H 6.72501 2.90634 6.03475
H -6.05331 -3.97739 5.65333
H 1.16375 0.24785 -10.07626
C 1.27595 5.86524 -5.76089
H 5.31621 2.36282 5.21406
H -0.74564 -3.23474 -5.54399
H 3.66710 -4.88316 2.00030
H -6.71791 -3.16612 -7.69252
H 2.68341 -7.21899 3.31556
S 1.65428 0.58623 2.27629
F 6.35880 1.92886 -2.38763
H 3.76706 3.81998 8.26414
N 2.91222 -5.55093 2.06601
H 0.12879 -1.57215 -8.94292
O 7.11910 0.79761 -4.24878
C -7.78329 -2.34636 10.05564
C -6.93291 -2.48980 7.82401
C -8.13978 -1.96381 8.62404
C 4.42069 3.21883 7.63209
C -6.87054 -3.63913 -6.72244
H -1.41912 -0.76548 -8.56863
H 5.41531 4.99852 6.80747
H 0.85369 1.90851 -9.42752
N 3.71704 4.53619 5.78711
H 3.78861 7.01246 -4.71274
H 0.44890 -4.23941 6.37630
H 3.23429 -6.10943 5.47286
S 6.74975 0.47461 -2.85022
C -5.62975 -1.04829 -4.26546
O -6.22482 -2.98527 -5.56810
O 0.99736 0.84761 3.51265
H -5.84502 -1.10677 -6.42456
H 7.98517 4.07945 4.06385
C 3.48918 5.97578 -4.55863
H -6.94813 -1.77173 -2.63963
H -9.41287 -3.63226 8.50854
H -7.46112 -0.29887 -3.45924
H 2.12420 -4.11896 6.68734
H -6.54062 -4.67763 -6.75033
N 5.06918 -0.13963 -2.76959
H 2.51769 3.52670 -6.55569
H -1.79635 3.69063 -0.87253
C 5.85408 3.26999 5.48946
O 2.70866 -0.34022 2.22273
H -9.42641 -2.58475 7.27120
O 5.79145 -2.14215 -1.26467
H 3.23926 5.63804 -6.72963
O 6.02484 4.11692 4.37732
O 0.28742 0.28145 -8.22575
O -1.51941 0.24456 2.37567
H -6.78010 -3.01683 4.50317
H 0.72033 5.54079 -4.88105
H 4.51910 5.61894 -4.56409
H 7.12990 4.30063 2.61856
O -2.39735 4.27070 1.95475
C 2.91204 -5.43049 4.68336
C -6.28836 -1.54470 -5.53026
N -9.35880 -2.65070 8.27677
H -5.91976 -2.13738 8.01752
H -7.83178 -3.39741 10.34034
S -0.42467 -0.36153 1.63403
S 5.50705 -1.56880 -2.56894
C 4.92829 4.07226 6.50256
H 0.81570 5.41090 -6.63830
F 4.03125 -2.13299 -2.92875
H -4.58818 0.80578 -3.95736
O -7.29580 -2.38784 6.38467
H -6.20489 -0.31963 -2.20085
H -7.95481 -3.63522 -6.61094
H 4.82004 -7.47511 3.95000
H -6.80871 -1.98294 10.38155
N 2.80629 3.99673 -5.70959
H 3.15725 3.71640 5.60089
H 3.41832 7.31505 -2.43519
C 2.74501 5.45319 -5.77587
F -1.19475 -0.84805 0.30875
Pb 1.70392 1.80354 -2.68600
H -8.45952 -1.79857 10.71195
N -4.88734 0.12429 -4.64013
H -4.90152 -1.75976 -3.87609
H 5.22588 -5.74486 3.83207
O 1.57939 -5.00686 4.89889
H 0.89058 -1.69723 -6.80621
H -2.23858 5.17390 2.22907
H -6.70185 -3.53911 8.00745
H 2.78804 6.05632 -1.32701
H 7.24164 2.68215 3.33090
O 6.22737 -2.15106 -3.70983
H -5.55922 0.64407 -5.18649
H 3.80013 3.81701 -5.71892
H 4.90967 -6.74762 2.35205
O -1.61365 3.71019 -1.81193
N 0.60839 0.56787 0.84223
H -8.21421 -0.88296 8.50432
H 4.33825 5.91613 -2.15951
```

Values from the calculation:
Maximum force (eV/Å): 9.030
Charge: 0
Spin multiplicity: 1
Orbital gap (eV): 2.9

Results of the Löwdin charge analysis, in e, for atoms 1 through 6: atom 1 (H): 0.04, atom 2 (H): 0.07, atom 3 (C): -0.12, atom 4 (C): -0.10, atom 5 (H): 0.09, atom 6 (H): 0.07